This record from OMol25 describes 11 unconnected molecules or ions with the total composition H20NO13 in a non-equilibrium geometry. The level of theory is the ωB97M-V functional and the def2-TZVPD basis.

The geometry in XYZ format:
```
34
H20NO13 the ωB97M-V functional and the def2-TZVPD basis
N 0.468 -0.190 -0.104
O 1.082 0.132 -1.115
O 0.970 0.106 1.026
O -0.755 -0.509 -0.137
O -1.708 -2.965 -1.280
H -1.483 -1.956 -1.230
H -2.615 -3.028 -1.542
O 2.815 -1.938 2.100
H 2.555 -0.994 2.182
H 1.937 -2.295 2.228
O 1.601 3.651 -0.984
H 1.283 3.383 -0.085
H 1.189 3.065 -1.553
O 0.776 1.788 -3.243
H 0.800 1.084 -2.683
H -0.185 2.128 -3.321
O 2.844 0.906 2.861
H 2.225 0.623 2.064
H 3.570 1.144 2.390
O -1.720 -0.985 2.413
H -1.242 -0.658 3.148
H -0.996 -1.168 1.730
O -3.740 -0.616 0.763
H -4.679 -0.632 1.179
H -2.966 -0.601 1.324
O -1.517 -0.122 -3.169
H -2.172 0.511 -2.919
H -1.293 -0.182 -2.163
O -1.673 1.998 1.551
H -1.978 1.041 1.381
H -2.369 2.516 1.392
O 3.359 -1.708 -1.503
H 2.885 -2.435 -1.690
H 2.726 -1.091 -1.003
```

Results
- LUMO energy: 0.0968 Ha
- Electronic energy: -28430.1728 eV
- Total charge: -1
- Energy relative to the best compared isomer or geometry (same formula, charge and spin): 75.0 kcal per mole
- Max |F|: 0.1237 hartree/bohr
- E_HOMO: -0.2788 Ha

Mulliken population analysis, charges in e, atoms 1 to 5: N 1.127; O -0.792; O -0.735; O -0.625; O -0.648